# 1
This record from OMol25 describes a structure of composition C26H18F6N2O5PRbS2Se at a distorted geometry. The level of theory is the ωB97M-V functional and the def2-TZVPD basis.

ΔE to the lowest compared entry with this formula, charge and spin: 36.5 kcal per mole
E_LUMO: 3.9634 eV
Net charge: -2
2S+1: 1
Strongest force on any atom: 2.67 eV/A
HOMO-LUMO gap: 4.32 eV
HOMO: -0.35 eV
M: 811.963 g mol⁻¹

XYZ file:
```
62
Properties=species:S:1:pos:R:3:forces:R:3
Rb 0.8851 -0.1536 1.4863 0.16 -1.33 -2.15
O -0.1964 -2.4608 0.9456 -0.50 -0.62 -0.24
C -1.3845 -2.3093 0.8313 0.88 -0.06 0.52
C -2.5762 -2.4274 0.2473 -0.74 0.24 -0.29
C -3.4617 -3.5464 0.5046 0.11 -0.44 0.19
C -4.7238 -3.5654 0.0126 0.01 0.02 -0.06
C -5.2465 -2.4832 -0.7248 -0.62 -0.03 -0.15
C -4.4877 -1.3366 -0.8603 0.31 -0.07 -0.27
C -3.1720 -1.2605 -0.4295 0.01 0.25 0.56
P -2.2294 0.2465 -0.1930 -0.10 -0.19 -0.56
C -3.3337 1.4681 -1.0000 -0.10 0.03 -0.08
C -4.1479 2.2502 -0.1845 0.21 -0.14 0.02
C -5.0989 3.0901 -0.7311 -0.25 0.18 -0.18
C -5.2513 3.1600 -2.1103 -0.09 0.06 0.16
C -4.4390 2.3935 -2.9311 -0.07 0.06 -0.19
C -3.4832 1.5566 -2.3854 0.08 0.05 0.26
C -0.9550 0.1507 -1.5302 -0.06 0.02 0.24
C -0.8649 -0.9315 -2.3980 -0.10 0.01 0.13
C 0.0988 -0.9484 -3.3899 0.05 0.02 -0.15
C 0.9807 0.1099 -3.5219 -0.03 0.03 -0.10
C 0.9022 1.1890 -2.6556 0.06 0.16 -0.14
C -0.0582 1.2089 -1.6620 -0.07 -0.03 0.09
H -3.1004 -4.3597 1.1188 0.05 -0.09 0.01
H -5.3604 -4.4233 0.2063 0.07 -0.06 0.01
H -6.2476 -2.5367 -1.1318 -0.07 0.08 0.06
H -4.9335 -0.4719 -1.3371 0.01 0.05 -0.01
H -4.0278 2.1863 0.8903 -0.02 -0.02 0.03
H -5.7348 3.6834 -0.0850 0.01 0.03 0.01
H -6.0051 3.8072 -2.5407 -0.02 0.03 -0.02
H -4.5612 2.4390 -4.0067 0.01 0.02 -0.02
H -2.8473 0.9641 -3.0288 0.01 -0.06 -0.02
H -1.5582 -1.7560 -2.2869 -0.01 -0.01 0.01
H 0.1678 -1.7959 -4.0579 0.04 -0.07 -0.01
H 1.7404 0.0858 -4.2899 0.09 -0.01 0.00
H 1.5992 2.0103 -2.7551 0.05 0.02 0.05
H -0.1317 2.0525 -0.9799 0.09 0.00 -0.02
F 3.2841 4.9562 2.8689 0.02 -0.23 -0.18
C 2.4174 4.0864 3.4242 0.28 0.46 0.11
F 1.2297 4.6894 3.3964 -0.09 -0.37 -0.13
F 2.7919 3.9576 4.7035 -0.01 -0.14 -0.09
S 2.5032 2.4205 2.4864 0.71 2.03 0.22
O 1.2425 2.3200 1.8186 -0.42 0.95 -0.27
O 3.6813 2.5678 1.7042 0.34 -0.32 0.06
N 2.6671 1.3609 3.6344 0.02 -0.30 -0.35
S 1.3005 1.1012 4.3736 0.33 -0.20 2.64
O 0.5767 2.2897 4.6887 -0.41 0.34 0.16
O 0.5685 -0.0329 3.9162 -0.42 -0.47 0.95
C 2.0062 0.5118 6.0204 0.24 -0.11 0.09
F 1.0418 0.2431 6.9160 -0.19 0.18 -0.43
F 2.8145 1.4163 6.5835 -0.10 0.17 -0.23
F 2.7119 -0.6106 5.8616 0.00 -0.04 -0.21
Se 2.8810 -1.6025 -0.8681 0.00 -0.03 0.05
C 4.6328 -2.2031 -1.1610 -0.43 0.16 0.03
C 5.5064 -1.5163 -2.0156 0.00 -0.09 0.11
C 6.7525 -2.0402 -2.2675 0.18 0.12 -0.18
N 7.2155 -3.1763 -1.7517 0.39 -0.14 -0.08
C 6.3891 -3.8158 -0.9275 0.10 -0.23 0.10
C 5.1223 -3.3908 -0.5993 0.00 0.12 -0.04
H 5.1850 -0.5886 -2.4676 0.01 0.03 -0.04
H 7.4397 -1.5297 -2.9349 0.01 0.13 -0.07
H 6.7845 -4.7386 -0.5150 -0.05 -0.10 0.11
H 4.4980 -3.9611 0.0755 0.00 -0.01 -0.01
```
Forces are in eV/Å.

Charges in e, computed with natural (NBO), in the same order as the atoms: 0.891, -0.588, 0.501, -0.276, -0.269, -0.198, -0.448, -0.092, -0.518, 0.805, -0.319, -0.138, -0.247, -0.227, -0.224, -0.206, -0.248, -0.252, -0.188, -0.200, -0.203, -0.260, 0.190, 0.185, 0.182, 0.187, 0.209, 0.199, 0.196, 0.200, 0.228, 0.233, 0.202, 0.203, 0.205, 0.213, -0.332, 0.718, -0.313, -0.325, 2.245, -0.972, -0.899, -1.202, 2.252, -0.936, -0.954, 0.723, -0.325, -0.322, -0.319, -0.492, -0.125, -0.315, 0.016, -0.506, 0.017, -0.315, 0.213, 0.162, 0.162, 0.216

***

# 2
This record from OMol25 describes the molecule C4H10N2O2 at a distorted geometry. The level of theory is the ωB97M-V functional and the def2-TZVPD basis.

ΔE to the lowest compared entry with this formula, charge and spin: 106.1 kcal per mole
E_LUMO: 0.0545 eV
Net charge: 0
2S+1: 1
SMILES string: [NH3+]/C=C(\[O-])NCCO
Strongest force on any atom: 5.14 eV/A
HOMO-LUMO gap: 7.62 eV
HOMO: -7.56 eV
M: 118.136 g mol⁻¹

XYZ file:
```
18
Properties=species:S:1:pos:R:3:forces:R:3
N 2.6212 0.7439 -0.3998 0.85 -2.22 3.15
C 1.2152 0.5270 -0.0018 -0.12 2.52 -0.42
C 0.7925 -0.6911 0.3726 -2.18 -4.24 1.92
N -0.5833 -0.9124 0.8508 1.38 -1.37 0.33
C -1.6840 -0.0153 0.8381 -0.96 -1.26 -2.39
C -2.1619 0.1946 -0.7284 -0.35 0.02 3.08
O -1.7059 1.4456 -1.1833 -0.38 -0.17 -1.76
O 1.4722 -1.7700 0.4360 0.53 1.68 -0.56
H 2.6050 1.1734 -1.2892 0.67 0.05 -1.42
H 3.0809 -0.2781 -0.3039 -1.20 2.30 -0.65
H 3.1305 1.3898 0.2769 -0.65 -1.07 -1.02
H -1.1340 1.8670 -0.5673 0.54 0.13 0.77
H 0.6198 1.4228 -0.1247 0.18 -0.34 0.14
H -0.8167 -1.9086 1.0871 1.02 1.61 -0.64
H -2.4706 -0.3704 1.5035 -0.21 -0.53 -0.38
H -1.4088 0.8495 1.3448 0.56 2.38 0.30
H -3.2734 0.2739 -0.8396 0.83 -0.70 0.08
H -1.6994 -0.7367 -1.1491 -0.51 1.18 -0.52
```
Forces are in eV/Å.

Charges in e, computed with natural (NBO), in the same order as the atoms: -0.693, -0.441, 0.554, -0.672, -0.250, -0.075, -0.728, -0.769, 0.418, 0.479, 0.407, 0.462, 0.174, 0.402, 0.206, 0.178, 0.169, 0.181

***

# 3
This record from OMol25 describes a structure of composition C26H38N9O6Ti at a distorted geometry. The level of theory is the ωB97M-V functional and the def2-TZVPD basis.

E_LUMO (alpha / beta): -7.0213 / -7.3517 eV
Net charge: +2
2S+1: 2
Strongest force on any atom: 3.43 eV/A
HOMO-LUMO gap (alpha / beta): 6.08 / 6.46 eV
HOMO (alpha / beta): -13.10 / -13.81 eV
M: 620.514 g mol⁻¹

XYZ file:
```
80
Properties=species:S:1:pos:R:3:forces:R:3
Ti -1.1956 1.0357 0.2957 -0.81 3.31 -0.30
C -3.8150 -1.0467 -2.4793 0.10 0.03 -0.06
C -3.0037 -0.5246 -1.3482 0.28 0.34 -0.17
N -2.2172 0.5184 -1.3839 -1.15 -1.04 -0.37
C -2.2258 1.4890 -2.4540 -0.16 0.58 -0.25
C -2.9419 2.7013 -1.8364 -0.01 -0.27 -0.51
N -2.3125 2.9756 -0.5282 -0.25 0.00 0.37
C -1.3870 4.1231 -0.6065 0.32 0.32 0.33
C -0.4932 4.0822 0.6231 -0.41 0.36 -0.38
N 0.1407 2.7557 0.6304 0.39 0.40 0.02
C 0.8600 2.4642 1.8771 0.26 -0.10 0.69
C -0.1507 2.0524 2.9499 0.58 0.57 0.18
N -1.1014 1.1625 2.3182 -0.60 -0.83 1.06
C -1.7389 0.2647 3.0333 0.12 0.30 0.01
C -1.6556 0.1717 4.5150 0.03 0.00 -0.01
C -2.5251 -0.6377 2.2299 -0.36 -0.35 -0.19
C -3.2401 -1.7550 2.6560 0.16 0.27 -0.13
C -3.8916 -2.5447 1.7194 0.12 0.10 -0.04
C -3.8314 -2.2038 0.3721 0.23 0.22 0.01
C -3.1050 -1.0843 -0.0159 -0.19 -0.19 0.40
N -2.4600 -0.3068 0.9059 -0.76 -1.18 0.64
H -4.7851 -0.5466 -2.4991 -0.07 0.00 -0.02
H -3.9908 -2.1127 -2.3652 -0.01 -0.01 -0.02
H -3.3254 -0.8834 -3.4354 0.02 -0.01 -0.03
H -2.7516 1.1635 -3.3575 0.19 -0.04 0.16
H -1.1903 1.7422 -2.7198 -0.16 -0.02 -0.05
H -3.9952 2.4453 -1.6983 0.10 0.07 0.06
H -2.8839 3.5737 -2.4958 -0.06 -0.10 0.12
H -3.0461 3.2166 0.1468 0.24 -0.08 -0.25
H -1.9221 5.0796 -0.6730 0.08 -0.22 -0.06
H -0.7670 4.0169 -1.5047 -0.12 -0.02 0.05
H -1.0989 4.2147 1.5266 0.15 -0.07 -0.06
H 0.2523 4.8867 0.5847 -0.11 -0.17 0.11
H 0.8433 2.7831 -0.1154 -0.17 -0.16 0.11
H 1.4597 3.3203 2.2121 -0.10 -0.13 -0.08
H 1.5082 1.5949 1.6870 -0.19 0.32 0.05
H -0.6819 2.9117 3.3820 0.08 -0.11 -0.06
H 0.3894 1.5584 3.7663 -0.11 0.10 -0.12
H -1.8662 1.1417 4.9666 0.01 0.03 0.01
H -0.6524 -0.1214 4.8295 0.06 0.00 0.00
H -2.3553 -0.5522 4.9157 -0.04 -0.02 0.02
H -3.2864 -2.0234 3.6995 0.03 0.06 0.09
H -4.4328 -3.4212 2.0388 -0.07 -0.05 -0.01
H -4.3415 -2.8183 -0.3528 0.00 0.03 -0.11
C 1.6013 -3.8961 1.9617 0.11 0.30 -0.12
C 2.5206 -2.6951 1.7518 0.25 -0.07 0.22
C 3.4923 -2.5841 2.9374 -0.19 -0.01 -0.30
C 3.2997 -2.8662 0.4454 -0.21 0.05 0.28
N 1.6460 -1.5132 1.6326 -0.37 -0.09 -0.18
N 2.2893 -0.2468 1.5769 0.49 -0.26 0.38
H 2.1824 -4.8132 1.9447 0.01 -0.11 0.04
H 0.8543 -3.9404 1.1747 -0.12 -0.03 -0.14
H 1.0944 -3.8309 2.9222 -0.08 -0.02 0.17
H 3.9799 -3.5411 3.0881 0.15 -0.11 0.10
H 2.9613 -2.3246 3.8535 -0.05 -0.02 0.10
H 4.2719 -1.8463 2.7604 0.11 0.07 0.01
H 3.9094 -3.7629 0.5048 0.09 -0.08 -0.07
H 3.9692 -2.0289 0.2575 0.10 0.08 -0.02
H 2.6089 -2.9638 -0.3892 -0.07 -0.05 -0.12
H 0.9773 -1.4952 2.4005 0.21 0.01 -0.10
H 2.8137 -0.2270 0.7033 -0.07 0.10 0.19
H 2.9736 -0.1551 2.3358 0.05 -0.10 -0.27
O -0.4412 -1.7756 -1.0340 0.51 0.19 -0.22
C 0.2713 -0.8027 -1.1134 0.20 -2.01 -1.26
O 0.2197 0.1805 -0.2492 1.26 -0.14 -0.07
C 1.2351 -0.5198 -2.2297 0.13 0.35 -0.09
C 1.7063 -1.4812 -3.1193 -0.05 -0.04 0.03
C 2.6008 -1.0992 -4.1107 -0.35 0.54 0.63
C 3.0360 0.2114 -4.2602 0.05 0.18 -0.06
C 2.5240 1.1610 -3.3881 -0.36 -1.06 0.16
C 1.6374 0.8005 -2.3895 0.06 0.09 0.11
N 2.8849 2.5730 -3.4628 -0.17 -0.17 0.05
O 2.2602 3.3076 -2.7175 -0.02 0.60 0.14
O 3.7416 2.9007 -4.2299 0.33 0.18 -0.30
N 3.1110 -2.1258 -5.0337 -0.18 0.31 0.34
O 2.6972 -3.2420 -4.8625 -0.10 -0.66 -0.09
O 3.8908 -1.7542 -5.8662 0.44 0.03 -0.54
H 1.3859 -2.5099 -3.0422 0.04 -0.07 -0.01
H 3.7409 0.4727 -5.0394 -0.03 0.00 0.03
H 1.2634 1.5709 -1.7260 0.20 -0.22 -0.24
```
Forces are in eV/Å.

Charges in e, computed with Mulliken, in the same order as the atoms: -1.209, -2.165, 0.577, 0.912, -0.496, -1.004, -0.023, -0.947, -0.676, -0.181, -0.130, -1.053, 1.205, 1.013, -1.851, 0.419, -0.878, -1.117, -0.987, 0.873, 0.444, 0.297, 0.577, 0.496, 0.594, -0.010, 0.383, 0.475, 0.253, 0.430, 0.438, 0.394, 0.371, 0.189, 0.557, -0.099, 0.390, 0.568, 0.389, 0.390, 0.464, 0.383, 0.498, 0.411, -1.742, 1.361, -1.885, -1.731, 0.272, -0.684, 0.455, 0.322, 0.410, 0.473, 0.375, 0.438, 0.532, 0.367, 0.321, 0.174, 0.117, 0.256, -0.681, 0.315, 1.110, 0.547, -0.236, -0.484, -0.664, -0.731, 0.278, 1.038, -0.611, -0.591, 1.063, -0.594, -0.600, 0.666, 0.635, 0.145